(1)
{
  "formula": "C3H8ClNOS",
  "method": "ωB97M-V/def2-TZVPD",
  "e_lumo_ha": -0.009,
  "total_energy_ev": -30133.174,
  "homo_lumo_gap_ev": 9.4,
  "homo_ev": -9.647,
  "symbols": ["C", "C", "C", "N", "O", "S", "Cl", "H", "H", "H", "H", "H", "H", "H", "H"],
  "xyz": [[0.85351, 2.27560, -0.77131], [-0.72017, -1.02127, 1.71982], [-0.05239, -1.85304, -0.41022], [-0.77574, -0.98603, 0.47823], [3.21127, 1.53254, -0.18168], [1.91759, 1.89828, 0.42810], [-2.61694, 1.30664, -1.00831], [1.27032, 2.22751, -1.80713], [-0.17145, 2.57397, -0.44235], [-2.03316, 0.40732, -0.43630], [-1.32654, -0.38935, 2.31484], [-0.05720, -1.62614, 2.23897], [-0.78848, -2.44630, -1.01457], [0.66022, -1.13714, -1.01795], [0.62915, -2.76259, -0.09014]],
  "atomic_forces_ev_per_a": [[0.6, -0.1, 1.4], [0.0, 0.3, -0.3], [2.2, -1.0, -1.3], [-0.8, -0.1, -1.0], [0.0, -0.1, 0.7], [-0.8, 0.3, -2.3], [-1.6, 2.3, -1.4], [-0.8, 0.1, 0.9], [1.0, -0.3, -0.7], [1.6, -2.4, 1.5], [-0.7, 0.8, 0.4], [1.3, -1.5, 1.1], [0.5, 1.3, -0.1], [-1.6, -1.6, 0.6], [-1.0, 2.0, 0.6]]
}



(2)
{
  "formula": "C3H8ClOP",
  "method": "ωB97M-V/def2-TZVPD",
  "e_lumo_ha": 0.026,
  "total_energy_ev": -27097.241,
  "homo_lumo_gap_ev": 9.4,
  "homo_ev": -8.737,
  "symbols": ["C", "C", "C", "Cl", "H", "H", "H", "H", "H", "O", "P", "H", "H", "H"],
  "xyz": [[1.85762, 1.11300, -0.15939], [0.38741, 0.88131, -0.20421], [-0.56415, 1.31031, 0.61307], [-2.17766, 0.74280, 0.58588], [2.31738, 0.20532, -0.40364], [2.15183, 1.75728, -0.87770], [2.19047, 1.36858, 0.80305], [0.08149, 0.22572, -0.96584], [-0.32350, 2.10850, 1.38362], [0.15251, -1.42474, 0.37060], [-1.13565, -1.88624, -0.07558], [-2.36618, -2.18159, 0.70323], [-1.61168, -1.09614, -1.13460], [-0.95989, -3.12412, -0.63847]],
  "atomic_forces_ev_per_a": [[-2.0, -1.3, 1.5], [-0.7, 0.8, 0.3], [2.0, 2.3, 1.0], [-0.6, 0.5, 0.2], [0.7, -1.6, -0.3], [1.0, 2.5, -2.2], [0.5, 0.7, 1.2], [-0.2, -0.5, -1.0], [-0.6, -1.3, -0.8], [2.2, 0.1, 2.2], [-2.9, -1.5, -1.3], [1.4, 0.6, -0.3], [-0.4, -0.4, -0.1], [-0.3, -0.9, -0.5]]
}



(3)
{
  "formula": "C3H8ClOPS",
  "method": "ωB97M-V/def2-TZVPD",
  "e_lumo_ha": 0.021,
  "total_energy_ev": -37935.151,
  "homo_lumo_gap_ev": 10.1,
  "homo_ev": -9.514,
  "symbols": ["C", "C", "S", "P", "C", "O", "Cl", "H", "H", "H", "H", "H", "H", "H", "H"],
  "xyz": [[2.06689, 0.62414, -0.69246], [1.29102, -0.25465, 0.16331], [0.38681, 0.61146, 1.47869], [-1.28598, 0.69390, 0.37125], [-1.94472, -1.10571, 0.25678], [-0.99506, 1.35789, -1.13932], [-2.67977, 1.60158, 1.31369], [1.46119, 0.95324, -1.43513], [2.51915, 1.41430, -0.10212], [2.88294, 0.08236, -1.21514], [1.93921, -1.08440, 0.66657], [0.50184, -0.62831, -0.43982], [-2.06127, -1.38046, -0.75897], [-1.20612, -1.76953, 0.77439], [-2.87612, -1.11579, 0.75828]],
  "atomic_forces_ev_per_a": [[3.5, -0.2, 0.6], [0.8, -2.3, 2.0], [0.6, 0.4, 1.4], [1.2, 0.0, -8.4], [2.2, 1.2, 1.0], [-1.3, -2.8, 6.1], [-1.4, 1.3, 1.4], [-1.8, 1.7, -2.1], [0.1, 0.3, -0.3], [-0.3, 0.1, 0.5], [-1.5, 1.4, -0.8], [-0.4, -1.3, -0.5], [0.0, -0.2, -1.0], [-0.7, 0.5, -0.5], [-0.9, -0.2, 0.5]]
}



(4)
{
  "formula": "C3H8F3NSi",
  "method": "ωB97M-V/def2-TZVPD",
  "e_lumo_ha": 0.016,
  "total_energy_ev": -20760.267,
  "homo_lumo_gap_ev": 9.5,
  "homo_ev": -9.035,
  "symbols": ["C", "C", "C", "N", "F", "F", "F", "Si", "H", "H", "H", "H", "H", "H", "H", "H"],
  "xyz": [[2.01017, 0.23686, -0.24389], [-1.01490, -0.89147, -1.44028], [-0.81273, 1.80118, 0.75169], [-0.13511, -1.69275, 1.11062], [-1.29745, 2.57919, -0.29292], [-1.79806, 1.79089, 1.67362], [0.16041, 2.65769, 1.26464], [0.22372, -0.49628, -0.00504], [2.57005, -0.21014, -1.02281], [1.83938, 1.34423, -0.27416], [2.60627, 0.25683, 0.61584], [-1.84974, -0.19068, -1.32071], [-0.62977, -1.09041, -2.56696], [-1.51159, -1.75436, -1.16440], [0.57446, -2.12076, 1.69810], [-0.93512, -2.22002, 1.21666]],
  "atomic_forces_ev_per_a": [[-2.7, 0.9, 0.5], [1.9, 1.5, -1.8], [1.3, -0.3, -0.9], [3.0, 0.2, 0.9], [-0.1, -0.9, 0.2], [0.1, -0.3, -0.1], [-0.2, -0.8, 0.1], [-1.3, 2.8, -0.9], [0.4, -0.1, -1.1], [-0.1, -0.9, -1.0], [0.8, -0.8, 1.7], [0.5, 0.5, -0.8], [-0.9, 1.0, 2.7], [-0.6, -2.4, 0.7], [0.0, 0.5, 0.0], [-2.1, -0.9, -0.2]]
}



(5)
{
  "formula": "C3H8FN",
  "method": "ωB97M-V/def2-TZVPD",
  "e_lumo_ha": 0.033,
  "total_energy_ev": -7446.735,
  "homo_lumo_gap_ev": 11.1,
  "homo_ev": -10.232,
  "symbols": ["C", "C", "C", "N", "F", "H", "H", "H", "H", "H", "H", "H", "H"],
  "xyz": [[-0.19547, -1.30392, -0.47022], [-0.25422, 1.23697, -0.62303], [-0.01972, -0.00023, 0.28840], [-0.21462, 0.02180, 1.61881], [1.93644, 0.20308, 0.01582], [-0.82045, -1.08146, -1.37137], [0.66459, -1.62470, -0.97412], [-0.46848, -2.19346, 0.18463], [-0.54742, 0.89033, -1.54340], [0.60444, 1.79241, -0.82444], [-1.06922, 1.97478, -0.32390], [0.10119, -0.74560, 2.03283], [0.28292, 0.83000, 1.98997]],
  "atomic_forces_ev_per_a": [[-1.5, -0.2, 0.7], [-1.8, 0.5, 2.8], [1.9, 0.6, -2.6], [-0.4, 4.5, -2.5], [-1.9, -0.5, 0.6], [-0.4, -0.7, 1.2], [1.9, 0.0, -0.2], [-0.3, 1.3, -0.9], [-0.8, -1.0, -2.2], [1.6, 0.7, 0.3], [0.9, -1.2, 0.2], [1.4, -4.2, 2.3], [-0.6, 0.1, 0.2]]
}



(6)
{
  "formula": "C3H8FNO",
  "method": "ωB97M-V/def2-TZVPD",
  "e_lumo_ha": 0.031,
  "total_energy_ev": -9495.144,
  "homo_lumo_gap_ev": 11.6,
  "homo_ev": -10.776,
  "symbols": ["H", "N", "C", "F", "C", "C", "H", "H", "H", "H", "H", "O", "H", "H"],
  "xyz": [[-3.09533, -1.19362, -0.35437], [-2.06376, -0.84434, -0.50007], [-1.37850, -0.42779, 0.47252], [-1.93453, -0.29272, 1.65488], [0.09497, -0.15851, 0.46009], [0.88887, -1.23366, 1.31272], [0.34938, 0.89928, 0.72544], [0.39730, -0.24272, -0.63702], [1.72153, -1.72628, 0.71475], [0.26588, -2.03771, 1.65016], [1.25178, -0.72575, 2.15659], [-0.21162, 1.72061, -2.12051], [-0.81982, 2.26451, -1.60715], [-0.33590, 0.83260, -1.72905]],
  "atomic_forces_ev_per_a": [[2.7, 1.4, 0.3], [-1.1, -0.8, -0.2], [-0.8, -0.8, -1.6], [-0.4, 0.3, 1.9], [0.9, -0.3, -1.7], [0.2, 0.1, -2.2], [-0.3, -1.0, 0.2], [-0.2, -0.2, 1.6], [-0.9, 0.9, 0.8], [-0.6, -0.3, 0.1], [0.8, 0.4, 1.2], [-0.1, -0.5, 0.4], [0.0, 0.1, -0.1], [-0.1, 0.7, -0.6]]
}



(7)
{
  "formula": "C3H8IN2O",
  "method": "ωB97M-V/def2-TZVPD",
  "e_lumo_ha": -0.153,
  "total_energy_ev": -16360.394,
  "homo_lumo_gap_ev": 9.5,
  "charge": 1,
  "homo_ev": -13.684,
  "symbols": ["C", "C", "O", "N", "C", "N", "I", "H", "H", "H", "H", "H", "H", "H", "H"],
  "xyz": [[-0.00846, -1.61874, 0.42034], [0.01077, -0.09020, 0.27875], [-1.07270, 0.57354, 0.72331], [0.25679, 0.36424, -1.23306], [1.08067, 0.96860, -0.21111], [0.85217, 2.23730, 0.22095], [3.10024, -0.08411, -0.13084], [-0.85131, -2.01010, -0.06844], [0.86377, -2.13100, 0.20850], [-0.09724, -1.78534, 1.46861], [-1.85040, -0.09451, 0.65396], [0.62430, -0.17843, -2.00696], [-0.57822, 0.97244, -1.46277], [1.39105, 3.07330, 0.01402], [0.52116, 2.44081, 1.22164]],
  "atomic_forces_ev_per_a": [[0.1, 2.6, 1.7], [1.1, 0.6, -1.8], [-2.2, -2.2, 0.0], [-2.5, 1.4, -1.5], [1.1, -2.8, 3.2], [-0.7, 2.0, 2.1], [-1.0, 1.0, -0.3], [-1.1, -0.5, -0.8], [1.8, -0.7, -1.1], [-0.5, -0.2, 1.0], [1.5, 1.8, 0.5], [0.3, -0.1, 0.1], [1.3, -0.7, -0.1], [0.4, -0.8, -0.9], [0.4, -1.4, -2.0]]
}



(8)
{
  "formula": "C3H8INO",
  "method": "ωB97M-V/def2-TZVPD",
  "e_lumo_ha": -0.016,
  "total_energy_ev": -14878.015,
  "homo_lumo_gap_ev": 6.7,
  "homo_ev": -7.110,
  "symbols": ["I", "C", "C", "O", "N", "H", "H", "C", "H", "H", "H", "H", "H", "H"],
  "xyz": [[-1.25341, -1.89267, -3.16878], [1.78835, 0.10790, 0.92288], [0.87668, 0.13790, -0.32299], [1.25908, 0.51401, -1.42526], [-0.52925, -0.42058, -0.09941], [-0.77674, -0.88009, -0.96410], [-0.40769, -1.12469, 0.61442], [-1.52687, 0.67261, 0.18193], [1.26170, 0.43873, 1.81803], [2.66486, 0.73633, 0.76508], [2.13750, -0.92205, 0.99628], [-1.56734, 1.35671, -0.66569], [-1.48996, 1.20240, 1.13380], [-2.43690, 0.07349, 0.21376]],
  "atomic_forces_ev_per_a": [[0.0, 0.2, 0.7], [-0.7, 0.1, -1.0], [2.4, 1.3, -2.3], [-1.9, -1.2, 3.4], [2.4, 2.4, 1.0], [-0.8, -1.1, -2.2], [-0.6, -0.2, 0.5], [-1.2, -1.2, -0.1], [0.0, -0.3, 0.1], [-0.2, 0.0, -0.2], [-0.1, -0.1, 0.4], [0.2, -0.2, 0.1], [0.9, -0.3, -0.1], [-0.4, 0.5, -0.2]]
}



(9)
{
  "formula": "C3H8INO4S2",
  "method": "ωB97M-V/def2-TZVPD",
  "e_lumo_ha": -0.032,
  "total_energy_ev": -42687.967,
  "homo_lumo_gap_ev": 8.8,
  "homo_ev": -9.723,
  "symbols": ["C", "C", "C", "N", "O", "O", "O", "O", "S", "S", "I", "H", "H", "H", "H", "H", "H", "H", "H"],
  "xyz": [[2.08739, -0.92461, -1.20640], [-2.26830, -0.64958, 1.62407], [0.93630, -1.40978, -0.42124], [-1.02864, -1.01460, 1.03294], [-0.96866, 0.26943, -1.17615], [0.64635, 0.96839, 0.59758], [0.68617, 3.38739, 0.89306], [-1.45450, 2.27426, 0.36168], [-0.36020, -0.26246, -0.05227], [-0.07835, 2.38016, 0.21510], [0.30042, 2.62413, -2.15272], [2.72971, -0.27001, -0.67846], [2.79440, -1.74146, -1.65097], [1.84174, -0.45265, -2.21441], [-2.54955, -1.48645, 2.22114], [-2.05563, 0.19661, 2.22034], [-2.97803, -0.13780, 0.81738], [1.20190, -1.62553, 0.58062], [0.51747, -2.12544, -1.01128]],
  "atomic_forces_ev_per_a": [[2.0, -0.3, -3.7], [-1.0, 2.1, -2.1], [1.1, 2.4, 0.5], [0.7, -0.1, -0.7], [-1.9, 1.0, -3.0], [-1.3, 1.0, -0.9], [-0.5, -0.8, -0.4], [-2.7, -0.2, 0.9], [2.2, -4.2, 2.7], [4.0, 1.8, 0.2], [0.5, 0.7, -0.1], [0.5, 0.8, 0.5], [-1.4, 0.8, 1.4], [-0.3, -0.1, 1.5], [-1.1, -0.3, 0.1], [-0.1, 0.8, 1.4], [0.7, -1.9, 1.7], [0.4, -1.2, 0.7], [-1.8, -2.5, -0.8]]
}



(10)
{
  "formula": "C3H8INOP2",
  "method": "ωB97M-V/def2-TZVPD",
  "e_lumo_ha": 0.007,
  "total_energy_ev": -33455.064,
  "homo_lumo_gap_ev": 9.3,
  "homo_ev": -9.093,
  "symbols": ["H", "N", "C", "I", "P", "P", "O", "C", "C", "H", "H", "H", "H", "H", "H", "H"],
  "xyz": [[-3.13743, 1.94000, 1.68130], [-2.73368, 1.94198, 0.76341], [-2.48282, 1.09874, -0.12222], [-3.64811, -0.78416, -0.23631], [-1.07482, 1.23050, -1.25295], [-0.09462, -0.15936, 0.19006], [-0.27575, 0.29032, 1.51956], [1.58957, -0.01844, -0.33698], [2.45215, -1.09862, 0.24829], [-1.59214, 0.45246, -2.23190], [-0.53009, -1.51774, -0.05285], [1.57788, -0.11251, -1.48892], [1.96444, 1.00861, -0.05832], [2.69589, -1.87907, -0.51319], [3.34578, -0.69445, 0.87849], [1.94374, -1.69823, 1.01249]],
  "atomic_forces_ev_per_a": [[-0.8, -0.7, -0.2], [2.0, -0.2, -1.7], [-2.0, 1.2, 2.1], [0.0, -0.1, 0.0], [0.3, 1.3, 0.9], [0.6, -1.6, -4.1], [-0.9, 1.3, 4.5], [0.7, 0.7, -2.1], [1.7, -1.1, 1.5], [-0.3, -1.2, -0.9], [0.3, 0.7, -0.1], [0.2, 0.4, 1.6], [-0.6, -1.0, -0.4], [0.5, 0.9, 0.6], [-1.2, -0.8, -1.7], [-0.3, 0.2, 0.0]]
}